# C56H102F6O34

A 12-piece molecular cluster, C56H102F6O34 overall in a non-equilibrium geometry (ωB97M-V with the def2-TZVPD basis set, the Open Molecules 2025 dataset).

```
198
Properties=species:S:1:pos:R:3:mulliken_charge:R:1
C 3.239 -4.631 -2.964 -1.149
C 4.004 -3.433 -3.557 0.767
O 5.054 -3.896 -4.369 -0.395
C 6.180 -4.485 -3.852 0.283
O 6.483 -4.606 -2.661 -0.489
C 7.202 -4.968 -4.952 0.843
F 6.687 -5.109 -6.158 -0.233
F 8.145 -4.020 -5.045 -0.244
F 7.705 -6.124 -4.508 -0.230
H 2.968 -5.385 -3.703 0.442
H 2.314 -4.355 -2.457 0.164
H 3.855 -5.182 -2.254 0.287
H 4.370 -2.769 -2.773 -0.399
H 3.320 -2.836 -4.160 0.289
C -1.634 -0.002 0.602 -0.813
C -0.208 0.568 0.769 0.481
O 0.700 -0.439 0.337 0.072
C 1.997 -0.154 0.298 0.044
O 2.492 0.928 0.628 -0.336
C 2.929 -1.317 -0.172 0.529
F 2.223 -2.449 -0.281 -0.064
F 3.356 -1.030 -1.445 -0.150
F 3.951 -1.418 0.630 0.121
H -1.804 -0.925 1.157 0.046
H -1.911 -0.195 -0.434 -0.028
H -2.375 0.728 0.930 -0.059
H -0.071 0.833 1.817 -0.008
H -0.016 1.482 0.207 0.346
C 1.930 0.561 4.514 -1.104
C 2.786 1.860 4.348 0.889
C 2.395 2.563 3.056 1.455
O 2.073 3.890 3.487 -0.407
C 1.801 3.852 4.804 0.506
O 1.273 4.703 5.501 -0.611
O 2.225 2.681 5.313 -0.420
H 2.042 -0.025 5.427 0.436
H 2.061 -0.157 3.705 0.037
H 0.859 0.756 4.448 0.204
H 3.860 1.685 4.417 0.002
H 1.544 2.090 2.565 -0.758
H 3.256 2.624 2.391 -0.245
C -0.734 -4.138 0.581 -1.198
C -2.159 -4.655 0.761 0.412
C -2.571 -4.695 2.287 -0.468
O -3.905 -4.232 2.241 -0.321
C -4.147 -3.633 1.062 0.732
O -5.232 -3.142 0.776 -0.647
O -3.075 -3.685 0.290 -0.288
H -0.673 -3.091 0.876 0.072
H -0.486 -4.103 -0.480 0.283
H 0.034 -4.730 1.079 0.446
H -2.346 -5.574 0.206 0.379
H -1.765 -4.240 2.861 0.290
H -2.677 -5.727 2.621 0.336
C -5.950 -0.755 4.173 -1.450
C -4.490 -0.389 3.750 1.647
C -3.785 0.555 4.766 0.194
O -2.463 0.021 4.893 -0.294
C -2.411 -1.220 4.420 0.641
O -1.415 -1.941 4.542 -0.660
O -3.578 -1.507 3.828 -0.427
H -6.548 0.122 3.929 0.155
H -6.023 -0.910 5.249 0.447
H -6.410 -1.575 3.622 0.364
H -4.553 -0.037 2.720 -0.703
H -4.263 0.695 5.736 0.085
H -3.754 1.542 4.304 -0.018
C 6.147 -1.178 3.995 -1.181
C 6.651 -0.163 2.982 0.653
C 5.583 0.536 2.172 1.116
O 5.567 1.849 2.659 -0.417
C 6.631 2.011 3.523 0.451
O 6.847 3.034 4.181 -0.618
O 7.301 0.896 3.688 -0.388
H 6.882 -1.424 4.760 0.439
H 5.848 -2.080 3.461 0.117
H 5.219 -0.875 4.480 0.235
H 7.318 -0.666 2.281 0.286
H 4.627 0.065 2.401 -0.214
H 5.847 0.430 1.120 -0.627
C -3.136 3.595 -0.035 -0.305
C -2.026 4.083 0.944 0.203
C -2.329 5.050 2.067 -0.446
O -1.591 4.582 3.172 -0.325
C -1.290 3.295 2.967 -0.267
O -0.830 2.604 3.864 -0.517
O -1.584 2.918 1.727 0.632
H -2.749 2.743 -0.595 -0.367
H -3.395 4.351 -0.776 0.587
H -4.085 3.296 0.411 -0.386
H -1.174 4.473 0.389 0.387
H -3.413 5.049 2.187 0.205
H -1.866 5.975 1.724 0.432
C 0.448 -1.463 -3.050 -1.461
C 0.202 -0.048 -3.600 1.097
C -1.238 0.367 -3.876 -0.595
O -1.263 1.710 -3.398 -0.287
C -0.147 1.967 -2.639 -0.108
O -0.005 2.944 -1.958 -0.558
O 0.702 0.951 -2.759 0.133
H -0.217 -1.728 -2.228 0.246
H 1.501 -1.607 -2.809 -0.313
H 0.218 -2.213 -3.807 0.641
H 0.770 -0.012 -4.529 -0.020
H -1.859 -0.331 -3.314 0.504
H -1.391 0.261 -4.950 0.463
C -7.735 -1.490 -5.295 -0.804
O -7.501 -0.121 -5.226 -0.214
C -7.069 0.426 -6.497 -0.746
C -6.898 1.983 -6.280 -0.534
O -5.600 2.255 -5.682 -0.319
C -5.465 3.481 -4.872 -0.944
C -5.876 3.219 -3.343 -0.613
O -4.800 2.677 -2.610 0.218
C -4.456 1.377 -2.971 -0.215
H -8.384 -1.694 -6.147 0.323
H -8.183 -1.870 -4.376 0.240
H -6.801 -2.028 -5.459 0.309
H -7.795 0.260 -7.293 0.488
H -6.149 -0.029 -6.865 0.361
H -7.660 2.296 -5.567 0.343
H -7.142 2.552 -7.178 0.385
H -6.028 4.266 -5.377 0.461
H -4.404 3.712 -4.964 0.246
H -6.680 2.497 -3.199 0.501
H -6.241 4.114 -2.839 0.408
H -5.271 0.681 -3.166 0.340
H -3.712 0.948 -2.299 -0.267
H -3.840 1.448 -3.867 0.216
C 5.212 2.247 -0.954 -0.272
O 5.032 2.576 -2.300 -0.525
C 3.883 1.961 -2.862 0.838
C 3.495 2.591 -4.180 -0.818
O 2.391 1.917 -4.754 -0.110
C 1.818 2.473 -5.917 -0.499
C 1.092 3.824 -5.670 -0.361
O 1.891 4.983 -5.218 -0.396
C 2.522 5.659 -6.257 -0.783
H 5.548 1.218 -0.828 0.113
H 4.396 2.543 -0.294 0.129
H 6.079 2.890 -0.800 0.356
H 3.021 1.987 -2.196 -0.228
H 4.018 0.897 -3.059 -0.199
H 4.341 2.588 -4.867 0.338
H 3.271 3.654 -4.089 0.516
H 1.032 1.739 -6.098 0.295
H 2.476 2.472 -6.786 0.463
H 0.256 3.670 -4.988 -0.030
H 0.503 4.171 -6.519 0.577
H 3.447 5.131 -6.488 0.285
H 2.859 6.622 -5.874 0.274
H 2.005 5.677 -7.216 0.344
C 8.972 -6.577 5.400 -0.740
O 8.097 -6.114 4.332 -0.252
C 6.763 -6.675 4.323 -0.614
C 6.166 -6.288 2.930 -0.523
O 5.981 -4.846 2.964 -0.241
C 5.036 -4.452 1.948 -0.923
C 5.755 -3.991 0.577 0.478
O 6.262 -2.607 0.645 -0.166
C 6.792 -2.067 -0.552 -0.660
H 8.321 -6.446 6.264 0.312
H 9.903 -6.017 5.489 0.215
H 9.073 -7.649 5.226 0.286
H 6.191 -6.146 5.085 0.293
H 6.728 -7.751 4.494 0.451
H 5.263 -6.825 2.641 0.461
H 6.900 -6.456 2.143 0.236
H 4.484 -3.583 2.304 0.147
H 4.254 -5.204 1.839 0.428
H 4.942 -4.012 -0.148 -0.327
H 6.530 -4.727 0.360 0.555
H 6.079 -2.038 -1.377 -0.061
H 7.609 -2.716 -0.868 0.427
H 7.227 -1.071 -0.472 0.256
C -6.051 0.173 0.187 -0.334
O -6.772 1.066 0.985 -0.338
C -7.370 2.142 0.329 -0.039
C -7.678 3.249 1.322 -0.735
O -6.542 3.898 1.813 -0.503
C -5.854 3.190 2.851 1.392
C -6.546 3.241 4.202 -1.290
O -5.734 2.581 5.164 -0.069
C -6.376 2.643 6.435 -1.074
H -5.044 0.566 0.050 -0.053
H -6.508 0.046 -0.794 0.433
H -6.076 -0.777 0.721 0.151
H -8.305 1.885 -0.170 0.494
H -6.631 2.541 -0.366 -0.155
H -8.315 2.802 2.086 0.256
H -8.403 3.971 0.945 0.554
H -4.798 3.453 2.910 -0.329
H -5.840 2.111 2.693 -0.346
H -7.540 2.795 4.171 0.358
H -6.739 4.243 4.586 0.496
H -5.715 2.307 7.234 0.272
H -7.230 1.965 6.441 0.402
H -6.763 3.622 6.715 0.384
```

The calculation puts the lowest unoccupied orbital energy at 0.0393 eV. The calculation puts the orbital gap at 9.5221 eV. The multiplicity is 1. Its structure (SMILES) is CCOC(=O)C(F)(F)F.CCOC(=O)C(F)(F)F.C[C@H]1COC(=O)O1.C[C@H]1COC(=O)O1.C[C@H]1COC(=O)O1.C[C@H]1COC(=O)O1.C[C@H]1COC(=O)O1.C[C@H]1COC(=O)O1.COCCOCCOC.COCCOCCOC.COCCOCCOC.COCCOCCOC.


# C56H118InN6O8

C56H118InN6O8 as an isolated structure in a non-equilibrium geometry (ωB97M-V with the def2-TZVPD basis set, the Open Molecules 2025 dataset).

```
189
Properties=species:S:1:pos:R:3:mulliken_charge:R:1
In 7.068 29.694 0.502 1.203
O 4.859 31.542 2.231 -0.738
C 3.565 31.062 1.746 0.647
C 3.310 30.458 0.278 3.006
O 4.236 29.507 -0.286 -1.422
H 2.865 31.886 1.883 -0.836
H 3.203 30.345 2.483 0.026
H 3.113 31.330 -0.345 -0.649
H 2.426 29.841 0.439 -1.053
C 2.233 30.866 5.932 -1.943
C 1.611 32.296 6.123 1.861
C 1.083 32.278 7.570 -1.198
C 0.831 33.680 8.063 -0.614
C 2.076 34.579 7.992 -1.482
C 2.680 34.633 6.535 1.981
N 2.776 33.269 6.052 -0.041
O 3.620 33.138 4.931 -0.239
C 1.874 35.574 5.733 -1.589
C 4.126 35.120 6.643 -1.956
C 0.396 32.560 5.151 -1.369
H 2.852 30.627 6.796 0.495
H 2.759 30.797 4.979 0.132
H 1.465 30.095 5.864 0.455
H 0.149 31.718 7.536 0.376
H 1.733 31.806 8.307 0.412
H 0.477 33.608 9.092 0.443
H 0.022 34.167 7.519 0.308
H 2.849 34.338 8.722 0.461
H 1.903 35.598 8.337 0.443
H 0.802 35.531 5.925 0.350
H 2.074 36.625 5.941 0.507
H 2.026 35.567 4.654 0.022
H 4.025 36.150 6.982 0.524
H 4.663 34.741 7.513 0.419
H 4.664 34.907 5.719 0.208
H -0.191 33.467 5.299 0.309
H -0.283 31.732 4.947 0.617
H 0.872 32.726 4.185 -0.063
H 2.956 33.332 4.265 0.220
C 1.808 27.649 2.446 -1.335
C 1.938 26.237 1.820 1.994
C 0.616 25.469 1.890 -1.407
C -0.498 25.832 0.888 -0.222
C 0.063 25.628 -0.497 -1.432
C 1.366 26.462 -0.808 1.725
N 2.306 26.268 0.349 0.424
O 3.647 26.654 0.007 -0.513
C 2.048 25.817 -2.077 -1.902
C 1.142 27.951 -1.103 0.761
C 3.072 25.508 2.567 -1.988
H 1.111 28.241 1.853 -0.015
H 2.669 28.299 2.291 0.071
H 1.330 27.568 3.423 0.575
H 0.739 24.387 1.838 0.285
H 0.146 25.738 2.836 0.470
H -0.792 26.857 1.116 -0.027
H -1.388 25.248 1.123 0.475
H -0.722 25.663 -1.253 0.460
H 0.338 24.583 -0.640 0.427
H 2.944 26.385 -2.328 0.295
H 2.304 24.767 -1.934 0.518
H 1.336 25.842 -2.902 0.407
H 2.103 28.359 -1.417 -0.742
H 0.545 28.165 -1.989 0.548
H 0.693 28.457 -0.248 -0.976
H 3.355 24.625 1.994 0.493
H 2.734 25.141 3.537 0.396
H 3.985 26.084 2.715 0.266
H 3.676 27.613 0.033 0.476
C 2.997 36.292 1.631 -1.129
C 3.956 35.624 0.612 1.705
C 4.273 36.649 -0.515 -1.254
C 5.283 37.755 -0.113 -0.866
C 6.516 37.038 0.357 -1.004
C 6.352 36.032 1.572 1.364
N 5.180 35.099 1.343 1.260
O 4.827 34.372 2.472 0.150
C 7.535 35.119 1.648 -1.833
C 6.310 36.866 2.857 -1.801
C 3.199 34.423 -0.084 0.208
H 3.525 36.835 2.415 0.237
H 2.252 35.591 2.007 -0.288
H 2.358 37.002 1.107 0.492
H 4.783 36.231 -1.383 0.043
H 3.318 37.051 -0.854 0.733
H 4.849 38.284 0.736 0.366
H 5.556 38.457 -0.901 0.466
H 7.307 37.756 0.570 0.500
H 7.001 36.467 -0.435 0.023
H 7.403 34.320 2.377 0.273
H 7.581 34.491 0.758 0.132
H 8.511 35.604 1.683 0.475
H 5.459 37.541 2.956 0.357
H 6.410 36.322 3.796 0.326
H 7.197 37.498 2.897 0.459
H 3.795 33.527 -0.253 -0.833
H 2.855 34.652 -1.093 0.544
H 2.321 34.069 0.456 -1.006
H 4.885 33.468 2.152 0.175
C 2.663 33.215 -5.123 -1.555
C 1.870 32.009 -4.396 1.128
C 0.773 31.517 -5.274 -0.744
C 1.201 30.712 -6.487 -0.983
C 1.909 29.468 -5.882 -1.310
C 3.102 29.785 -5.006 1.589
N 2.741 30.854 -4.070 0.343
O 3.686 31.218 -3.183 2.910
C 3.631 28.582 -4.170 -2.132
C 4.270 30.179 -5.904 -1.387
C 1.249 32.459 -3.030 -1.420
H 3.145 32.899 -6.048 0.325
H 1.804 33.830 -5.389 0.550
H 3.209 33.812 -4.393 0.146
H -0.072 31.013 -4.804 0.166
H 0.324 32.305 -5.879 0.378
H 0.417 30.517 -7.219 0.496
H 1.878 31.353 -7.052 0.367
H 2.301 28.853 -6.692 0.446
H 1.223 28.869 -5.283 0.374
H 2.868 28.325 -3.435 0.255
H 4.583 28.818 -3.694 -0.049
H 3.905 27.769 -4.841 0.700
H 3.973 30.988 -6.571 0.303
H 4.666 29.275 -6.367 0.602
H 5.133 30.454 -5.298 -0.014
H 2.025 32.846 -2.370 -0.529
H 0.664 33.373 -3.131 0.803
H 0.789 31.631 -2.490 -0.063
H 3.566 30.642 -2.425 -0.826
C -1.766 31.668 2.405 -1.807
C -1.160 32.200 1.037 1.923
C -0.711 30.948 0.219 -0.276
C -1.913 30.104 -0.238 -0.818
C -2.720 30.940 -1.206 -1.255
C -3.197 32.300 -0.564 1.314
N -2.101 32.951 0.179 0.848
O -2.553 34.152 0.735 -0.555
C -3.469 33.237 -1.708 -1.850
C -4.451 32.066 0.353 -1.631
C -0.008 33.127 1.311 -1.152
H -2.609 31.009 2.193 0.432
H -2.317 32.366 3.034 0.388
H -1.064 31.015 2.924 0.157
H -0.132 31.220 -0.664 -0.501
H -0.134 30.195 0.755 -0.114
H -2.618 29.846 0.552 0.426
H -1.596 29.109 -0.553 0.313
H -3.623 30.364 -1.411 0.560
H -2.239 31.117 -2.168 0.153
H -2.546 33.460 -2.243 0.265
H -4.117 32.705 -2.404 0.464
H -4.015 34.112 -1.355 0.430
H -4.785 33.086 0.545 0.417
H -5.178 31.739 -0.390 0.464
H -4.453 31.590 1.333 0.270
H 0.469 33.322 0.350 0.565
H 0.731 32.493 1.801 -0.658
H -0.307 33.957 1.951 0.832
H -1.998 34.811 0.311 0.347
C 6.165 32.776 -1.300 -0.289
C 7.082 32.620 -2.531 1.432
C 8.284 33.511 -2.226 -0.737
C 9.378 33.326 -3.178 -0.792
C 9.855 31.906 -3.142 -1.322
C 8.761 30.777 -3.522 1.396
N 7.588 31.245 -2.752 0.299
O 6.588 30.308 -2.774 -0.171
C 8.633 30.762 -5.087 -1.444
C 9.293 29.369 -3.110 -1.694
C 6.339 33.257 -3.694 -1.375
H 5.846 33.806 -1.145 -0.238
H 6.651 32.598 -0.341 0.216
H 5.381 32.019 -1.290 -0.735
H 7.988 34.557 -2.307 0.052
H 8.753 33.411 -1.248 0.340
H 10.207 33.973 -2.888 0.486
H 9.068 33.656 -4.170 0.310
H 10.328 31.629 -2.200 0.439
H 10.678 31.744 -3.838 0.464
H 7.626 30.626 -5.482 0.159
H 8.893 31.742 -5.487 0.367
H 9.343 30.096 -5.578 0.458
H 10.331 29.300 -3.435 0.492
H 9.342 29.173 -2.039 0.225
H 8.844 28.483 -3.558 0.298
H 5.566 32.556 -4.007 0.083
H 6.945 33.437 -4.582 0.426
H 5.879 34.230 -3.521 0.243
H 6.029 30.593 -3.501 -0.229
```

Its total charge is +1. The calculation puts the lowest unoccupied orbital energy at -7.3812 eV. The calculation puts the orbital gap at 2.4722 eV. The multiplicity is 1. The calculation puts the energy above the lowest of the compared OMol25 structures with the same formula, charge and spin at 13.6 kcal/mol.